# 1
Computed, not measured: a 9-piece molecular cluster, C18H54O9 overall, with the ωB97M-V functional and the def2-TZVPD basis.

XYZ file:
```
81
C18H54O9 the ωB97M-V functional and the def2-TZVPD basis
C -0.71 -0.40 -0.59
C -1.66 0.71 -0.20
O -0.90 1.83 0.31
H 0.02 -0.05 -1.32
H -1.18 -1.26 -1.05
H -0.19 -0.75 0.30
H -2.35 0.42 0.59
H -2.21 1.10 -1.06
H -0.09 1.85 -0.21
C -1.03 2.65 -4.15
C 0.46 2.67 -4.40
O 0.98 1.32 -4.22
H -1.41 3.66 -3.98
H -1.21 2.06 -3.25
H -1.59 2.25 -4.99
H 0.93 3.31 -3.64
H 0.78 3.08 -5.36
H 1.92 1.39 -4.42
C 2.81 1.11 2.23
C 1.45 0.57 2.57
O 1.13 1.07 3.89
H 2.70 2.14 1.87
H 3.29 0.53 1.44
H 3.44 1.11 3.11
H 1.48 -0.52 2.64
H 0.65 0.91 1.91
H 0.20 0.89 4.07
C -1.82 -1.44 3.22
C -2.07 -1.16 4.68
O -1.37 0.03 5.05
H -0.76 -1.58 3.02
H -2.16 -0.59 2.61
H -2.37 -2.33 2.91
H -1.73 -1.99 5.30
H -3.14 -1.03 4.83
H -1.17 -0.06 5.99
C 1.20 -5.32 1.31
C 0.00 -4.58 0.70
O 0.36 -3.31 0.18
H 2.11 -5.03 0.79
H 1.08 -6.40 1.20
H 1.40 -5.11 2.37
H -0.83 -4.51 1.40
H -0.30 -5.22 -0.14
H 0.52 -3.43 -0.78
C 1.99 -5.36 -2.87
C 1.64 -3.97 -3.40
O 0.69 -3.37 -2.58
H 3.07 -5.50 -2.93
H 1.52 -6.18 -3.42
H 1.66 -5.44 -1.84
H 1.28 -4.07 -4.44
H 2.56 -3.38 -3.54
H 0.32 -2.54 -2.96
C -2.67 -1.76 -3.61
C -1.58 -1.11 -4.45
O -0.38 -1.10 -3.68
H -2.40 -2.80 -3.45
H -3.63 -1.77 -4.12
H -2.78 -1.25 -2.65
H -1.88 -0.11 -4.76
H -1.43 -1.75 -5.32
H 0.19 -0.39 -4.02
C 2.68 4.94 0.20
C 1.58 3.94 0.06
O 0.38 4.62 -0.34
H 3.66 4.46 0.26
H 2.56 5.51 1.12
H 2.77 5.66 -0.62
H 1.46 3.44 1.03
H 1.80 3.18 -0.71
H -0.38 4.06 -0.16
C -1.25 3.53 4.99
C -1.30 3.87 3.51
O -1.86 2.79 2.78
H -0.82 4.39 5.53
H -0.56 2.71 5.20
H -2.21 3.27 5.42
H -0.26 4.03 3.19
H -1.91 4.74 3.31
H -1.19 2.13 2.59
```

For the energy, the calculation gives -37967.259 eV. The relative energy (zero: lowest compared OMol25 entry of this formula, charge and spin) is 2.606 eV. The maximum force comes out at 1.547 eV Å⁻¹. The HOMO-LUMO gap comes out at 9.76 eV. The value obtained for the HOMO energy is -9.4396 eV.


# 2
Computed, not measured: a 9-piece molecular cluster, C18H54O9 overall, with the ωB97M-V functional and the def2-TZVPD basis.

XYZ file:
```
81
C18H54O9 the ωB97M-V functional and the def2-TZVPD basis
C -1.35 -5.18 -1.45
C -0.82 -5.09 -0.02
O -1.52 -4.11 0.74
H -1.33 -4.24 -2.00
H -2.41 -5.45 -1.42
H -0.79 -5.98 -1.95
H 0.23 -4.78 -0.08
H -0.95 -6.01 0.54
H -1.41 -3.24 0.33
C 2.47 -4.54 -2.26
C 3.26 -5.01 -3.46
O 4.31 -5.85 -3.01
H 1.62 -3.92 -2.55
H 3.03 -3.95 -1.53
H 2.19 -5.36 -1.59
H 3.64 -4.14 -4.00
H 2.54 -5.55 -4.09
H 4.51 -6.52 -3.67
C 0.23 -0.08 0.94
C -0.75 -0.37 -0.19
O -0.62 -1.73 -0.61
H 1.20 0.18 0.53
H 0.33 -0.87 1.68
H -0.12 0.76 1.55
H -0.50 0.26 -1.04
H -1.74 -0.14 0.20
H 0.03 -1.74 -1.33
C 1.87 3.56 1.06
C 1.01 4.36 0.10
O 0.80 5.68 0.54
H 2.06 2.56 0.63
H 1.42 3.30 2.02
H 2.81 4.05 1.29
H 0.05 3.85 -0.02
H 1.45 4.37 -0.91
H 1.64 6.15 0.59
C -2.92 1.29 5.22
C -1.53 1.50 4.66
O -0.86 2.58 5.30
H -3.46 2.23 5.30
H -2.84 0.91 6.24
H -3.41 0.59 4.54
H -1.60 1.75 3.59
H -0.98 0.55 4.67
H -0.53 2.26 6.14
C -5.19 1.61 0.04
C -3.97 2.38 0.46
O -3.80 3.60 -0.30
H -5.18 1.35 -1.02
H -6.14 2.07 0.30
H -5.17 0.61 0.50
H -3.05 1.81 0.28
H -3.99 2.71 1.50
H -4.33 4.28 0.13
C -1.55 3.23 -3.92
C -0.94 2.30 -2.90
O -0.07 1.33 -3.52
H -0.76 3.77 -4.44
H -2.26 3.91 -3.45
H -2.11 2.65 -4.67
H -1.71 1.81 -2.30
H -0.32 2.89 -2.22
H -0.60 0.97 -4.24
C 2.05 -1.15 -5.04
C 2.61 -0.83 -3.64
O 1.59 -0.72 -2.68
H 1.25 -0.45 -5.28
H 1.67 -2.16 -5.10
H 2.89 -0.98 -5.72
H 3.22 0.08 -3.73
H 3.27 -1.66 -3.41
H 0.99 0.03 -2.88
C 2.20 0.88 4.21
C 2.61 0.19 5.51
O 2.75 1.14 6.56
H 2.88 1.71 4.00
H 1.18 1.27 4.17
H 2.22 0.18 3.36
H 3.62 -0.18 5.29
H 1.86 -0.56 5.76
H 2.02 1.07 7.18
```

For the energy, the calculation gives -37966.449 eV. The relative energy (zero: lowest compared OMol25 entry of this formula, charge and spin) is 3.416 eV. The maximum force comes out at 1.503 eV Å⁻¹. The HOMO-LUMO gap comes out at 9.94 eV. The value obtained for the HOMO energy is -9.4452 eV.


# 3
Computed, not measured: a 9-piece molecular cluster, C18H54O9 overall, with the ωB97M-V functional and the def2-TZVPD basis.

XYZ file:
```
81
C18H54O9 the ωB97M-V functional and the def2-TZVPD basis
C 0.45 -0.26 1.21
C -0.70 0.21 0.32
O -1.12 -0.79 -0.56
H 0.16 -1.00 1.95
H 0.82 0.60 1.77
H 1.24 -0.76 0.64
H -0.44 1.06 -0.31
H -1.49 0.60 0.96
H -1.73 -0.43 -1.21
C -0.77 3.57 -2.36
C 0.44 3.92 -1.44
O 0.12 5.11 -0.80
H -0.49 2.91 -3.18
H -1.25 4.42 -2.83
H -1.52 3.01 -1.80
H 1.38 4.03 -1.99
H 0.58 3.10 -0.74
H 0.87 5.29 -0.24
C 1.21 0.40 -3.86
C 2.15 -0.50 -3.12
O 3.39 -0.42 -3.75
H 1.13 0.18 -4.93
H 1.50 1.45 -3.89
H 0.19 0.36 -3.46
H 1.77 -1.52 -3.20
H 2.28 -0.22 -2.07
H 3.54 -1.35 -3.93
C 1.16 -0.65 5.18
C 1.04 -1.55 6.37
O -0.27 -2.07 6.27
H 0.21 -0.16 4.95
H 1.32 -1.23 4.27
H 1.97 0.07 5.22
H 1.17 -1.06 7.34
H 1.79 -2.33 6.39
H -0.25 -2.88 5.76
C 3.65 1.12 1.20
C 5.17 1.51 1.20
O 5.43 2.26 0.05
H 3.00 1.97 1.02
H 3.37 0.65 2.14
H 3.44 0.35 0.45
H 5.84 0.64 1.17
H 5.39 2.04 2.13
H 5.36 1.68 -0.72
C -4.94 -0.29 -1.88
C -3.93 0.79 -1.46
O -2.72 0.61 -2.20
H -4.70 -1.31 -1.59
H -5.19 -0.28 -2.94
H -5.86 -0.17 -1.32
H -3.59 0.64 -0.43
H -4.34 1.77 -1.71
H -2.91 0.86 -3.10
C 1.08 -4.23 -0.85
C 0.22 -3.94 0.30
O -1.02 -3.47 0.03
H 1.98 -4.79 -0.58
H 1.37 -3.38 -1.45
H 0.58 -4.78 -1.65
H 0.77 -3.31 1.00
H 0.09 -4.86 0.87
H -0.94 -2.54 -0.19
C -1.30 2.38 3.67
C -0.54 3.32 4.61
O -0.86 4.68 4.28
H -1.08 1.35 3.94
H -1.10 2.62 2.63
H -2.38 2.48 3.82
H 0.51 3.03 4.58
H -0.88 3.21 5.64
H -1.82 4.74 4.27
C -2.95 -3.44 -4.07
C -1.62 -2.95 -3.53
O -0.62 -3.30 -4.43
H -3.80 -3.17 -3.44
H -2.95 -4.52 -4.18
H -3.11 -3.06 -5.08
H -1.46 -3.39 -2.54
H -1.69 -1.87 -3.39
H -0.84 -2.77 -5.19
```

For the energy, the calculation gives -37965.715 eV. The relative energy (zero: lowest compared OMol25 entry of this formula, charge and spin) is 4.151 eV. The maximum force comes out at 2.738 eV Å⁻¹. The HOMO-LUMO gap comes out at 10.16 eV. The value obtained for the HOMO energy is -9.8322 eV.


# 4
Computed, not measured: a 9-piece molecular cluster, C18H54O9 overall, with the ωB97M-V functional and the def2-TZVPD basis.

XYZ file:
```
81
C18H54O9 the ωB97M-V functional and the def2-TZVPD basis
C 0.35 -3.77 -1.85
C 1.78 -3.10 -1.71
O 2.70 -3.92 -2.40
H 0.37 -4.65 -1.21
H 0.07 -3.91 -2.89
H -0.42 -3.12 -1.43
H 2.03 -2.93 -0.66
H 1.82 -2.11 -2.16
H 2.77 -4.69 -1.84
C -4.72 -0.82 -2.51
C -3.36 -0.46 -3.16
O -2.47 -1.51 -3.00
H -5.10 -1.69 -3.05
H -5.36 0.05 -2.67
H -4.65 -0.85 -1.43
H -2.76 0.34 -2.74
H -3.45 -0.11 -4.19
H -1.90 -1.62 -3.77
C -3.68 2.56 -0.94
C -4.66 3.26 -1.95
O -5.85 3.69 -1.24
H -2.74 2.14 -1.30
H -4.18 1.77 -0.39
H -3.27 3.21 -0.17
H -5.10 2.54 -2.64
H -4.17 4.07 -2.48
H -6.31 4.26 -1.86
C -0.56 4.45 0.65
C -0.60 5.84 -0.10
O -1.52 5.83 -1.19
H -1.45 4.10 1.16
H 0.15 4.51 1.48
H -0.15 3.66 0.02
H 0.42 5.98 -0.45
H -0.84 6.73 0.47
H -1.95 6.68 -1.26
C -3.97 -0.41 2.09
C -5.34 -1.11 2.08
O -5.81 -0.64 0.84
H -4.07 0.67 1.94
H -3.32 -0.87 1.35
H -3.54 -0.58 3.07
H -5.96 -0.92 2.96
H -5.18 -2.17 1.90
H -6.51 -1.21 0.49
C -0.58 -0.24 0.37
C 0.90 0.23 0.40
O 1.55 -0.18 1.62
H -1.11 0.13 1.25
H -0.65 -1.31 0.56
H -1.20 -0.17 -0.52
H 0.82 1.32 0.35
H 1.49 -0.14 -0.44
H 1.43 -1.13 1.52
C 4.97 -0.35 3.12
C 5.56 -1.20 1.96
O 6.62 -2.08 2.41
H 4.51 -0.99 3.87
H 4.15 0.20 2.66
H 5.69 0.32 3.59
H 5.91 -0.56 1.14
H 4.71 -1.72 1.51
H 7.48 -1.66 2.30
C 1.87 -5.24 1.64
C 2.23 -3.81 1.80
O 1.13 -2.93 1.67
H 2.58 -5.92 2.11
H 1.98 -5.54 0.59
H 0.89 -5.54 2.00
H 3.08 -3.44 1.24
H 2.46 -3.72 2.86
H 0.54 -3.13 2.40
C 3.94 2.22 -0.88
C 5.27 1.83 -0.31
O 6.04 3.04 -0.24
H 4.02 2.40 -1.95
H 3.51 3.09 -0.39
H 3.14 1.48 -0.79
H 5.76 1.01 -0.84
H 5.35 1.38 0.68
H 6.41 3.17 -1.12
```

For the energy, the calculation gives -37964.478 eV. The relative energy (zero: lowest compared OMol25 entry of this formula, charge and spin) is 5.387 eV. The maximum force comes out at 2.494 eV Å⁻¹. The HOMO-LUMO gap comes out at 10.37 eV. The value obtained for the HOMO energy is -9.8702 eV.